No. 1
99
Properties=species:S:1:pos:R:3:lowdin_spin:R:1 method="wB97M-V/def2-TZVPD" total_charge=-1 homo_lumo_gap_ev="5.5347 / 6.0310" fmax_ev_per_a=0.70 relative_energy_ev=0.000 spin_multiplicity=3 s2=2.0419
Ti -0.26641 1.09601 -1.57238 0.02
S -0.91851 3.17167 -0.44543 -0.02
C -1.39020 2.31464 1.03477 -0.03
N -1.56387 2.92495 2.19317 0.28
N -1.29921 4.25115 2.21195 0.09
C -1.35173 4.95555 3.38926 0.01
C -1.73935 4.35704 4.59434 0.02
C -1.78925 5.11581 5.75232 0.00
C -1.46098 6.46604 5.75260 0.02
C -1.07355 7.05560 4.55400 0.00
C -1.01845 6.31756 3.38631 0.02
N -1.65985 0.99987 1.05681 0.31
N -1.39953 0.28514 -0.04432 0.18
C -1.88170 -1.02903 0.08551 0.01
C -2.62808 -1.45364 1.19749 0.03
C -3.09617 -2.75398 1.27985 0.00
C -2.85988 -3.67301 0.26388 0.03
C -2.13483 -3.25547 -0.84441 0.00
C -1.64427 -1.96256 -0.92961 0.03
H -0.90598 4.68109 1.38476 0.00
H -1.98931 3.30620 4.59423 0.00
H -2.09028 4.63676 6.67701 0.00
H -1.50335 7.04622 6.66534 0.00
H -0.81122 8.10691 4.52693 0.00
H -0.71894 6.78762 2.45585 0.00
H -2.84132 -0.74008 1.97671 0.00
H -3.66832 -3.04975 2.15269 0.00
H -3.24347 -4.68402 0.32807 0.00
H -1.93679 -3.94591 -1.65734 0.00
H -1.06893 -1.67132 -1.79361 0.00
S 1.41760 -0.80377 -2.18327 0.11
C 2.13174 -1.33363 -0.70281 0.23
N 2.72620 -2.57028 -0.66430 0.13
C 3.60885 -2.88337 0.43947 0.01
C 2.96095 -2.44247 1.72976 0.01
N 2.66633 -1.02863 1.63465 0.10
C 2.77560 -0.27614 2.87560 0.01
C 1.80565 -0.76092 3.92988 0.00
C 0.43780 -0.55722 3.74228 0.00
C -0.46407 -0.99899 4.69611 0.00
C -0.01604 -1.65272 5.83932 0.00
C 1.34066 -1.85948 6.02834 0.00
C 2.24699 -1.41148 5.07392 0.00
C 2.17834 -0.50515 0.46322 0.17
S 1.63037 1.10814 0.40782 0.14
C 2.52673 -3.60457 -1.66031 0.01
C 1.90867 -4.85165 -1.06788 0.01
C 2.43871 -6.10719 -1.33955 0.00
C 1.85973 -7.25175 -0.80504 0.00
C 0.74439 -7.14584 0.01272 0.00
C 0.20964 -5.89312 0.28910 0.00
C 0.78924 -4.75358 -0.24668 0.00
H 4.56938 -2.36794 0.31721 0.00
H 3.79079 -3.95746 0.44912 0.00
H 3.63188 -2.60015 2.57632 0.00
H 2.05196 -3.02738 1.91123 0.00
H 2.57965 0.76888 2.65122 0.00
H 3.80390 -0.36139 3.24274 0.00
H 0.08287 -0.03374 2.85898 0.00
H -1.52091 -0.82498 4.54647 0.00
H -0.72633 -1.99602 6.58175 0.00
H 1.69634 -2.36629 6.91743 0.00
H 3.31126 -1.56690 5.22221 0.00
H 3.48413 -3.86476 -2.12755 0.00
H 1.88951 -3.19026 -2.43911 0.00
H 3.31528 -6.18940 -1.97417 0.00
H 2.28414 -8.22407 -1.02392 0.00
H 0.29235 -8.03514 0.43432 0.00
H -0.66684 -5.79560 0.91783 0.00
H 0.36001 -3.77957 -0.03829 0.00
Br 1.07401 0.88299 -5.07528 0.00
C 1.82751 2.17036 -3.92233 0.00
C 2.88976 2.89065 -4.45634 0.00
C 3.50001 3.84998 -3.67630 0.00
C 3.02626 4.05670 -2.39342 0.00
C 1.97309 3.28640 -1.94606 0.00
N 1.36399 2.33899 -2.68482 0.00
H 3.21232 2.68314 -5.46484 0.00
H 4.32961 4.42507 -4.06829 0.00
H 3.45617 4.79711 -1.73418 0.00
H 1.56749 3.43314 -0.95838 0.00
C -2.57533 -1.22102 -4.00532 0.00
C -2.82136 0.14861 -4.56084 0.00
C -3.63865 0.32193 -5.67193 0.00
C -3.87192 1.57967 -6.20586 0.00
C -3.27162 2.68124 -5.61357 0.00
C -2.44339 2.54892 -4.50614 0.00
C -1.79527 3.76368 -3.90779 0.00
C -2.21151 1.26859 -3.96608 0.00
N -1.35414 1.10503 -2.89156 0.02
H -3.14575 -1.97044 -4.55656 0.00
H -2.85381 -1.27431 -2.95309 0.00
H -1.51434 -1.48350 -4.05567 0.00
H -4.10018 -0.55279 -6.11853 0.00
H -4.51350 1.70116 -7.07041 0.00
H -3.44309 3.67407 -6.01666 0.00
H -2.18645 4.67031 -4.37216 0.00
H -0.71220 3.74874 -4.05706 0.00
H -1.96746 3.81450 -2.83343 0.00

=====

No. 2
16
Properties=species:S:1:pos:R:3:lowdin_charge:R:1 method="wB97M-V/def2-TZVPD" total_charge=0 homo_lumo_gap_ev=8.2567 fmax_ev_per_a=3.43 relative_energy_ev=3.303 spin_multiplicity=1
C 1.24616 -0.75798 1.10502 -0.06
C 0.68008 0.63113 1.09045 0.03
C 0.94577 -1.64989 0.15972 -0.12
C -0.21942 0.98229 0.17421 -0.31
C 0.11442 -1.32646 -1.03162 -0.25
C -0.77149 0.00244 -0.82653 -0.56
N -0.73360 2.30297 0.20766 -0.35
O -0.61704 2.93353 1.23821 0.09
O -1.53865 2.56189 -0.71803 0.03
I -2.69079 -0.66200 0.07712 0.79
H 1.99903 -0.90544 1.91114 0.12
H 1.13659 1.39576 1.64457 0.11
H 1.40325 -2.65778 0.25117 0.12
H 0.88552 -1.22499 -1.85582 0.13
H -0.63417 -2.06422 -1.58023 0.13
H -1.20567 0.43875 -1.84706 0.12